Formula: C4H9N3O
Source: the Open Molecules 2025 dataset
Level of theory: ωB97M-V/def2-TZVPD

Summary:
HOMO-LUMO gap	7.8	eV
E_LUMO	0.0214	Eh
energy above the lowest of the compared OMol25 structures with the same formula, charge and spin	4.753	eV
largest force on an atom	1.73	eV/A
HOMO level	-7.24	eV
charge	0

Atoms and positions in Å:
C -1.50844 1.40191 -0.54412
N -0.65529 0.25043 -0.37827
C 1.51503 -0.17018 -0.31179
C -0.70359 -0.43722 0.72824
N 1.60409 -0.87674 -1.48833
C -1.39424 -0.66342 1.84867
O 0.75355 -1.09972 0.76742
N 2.27254 0.63436 0.26940
H 0.60958 -2.05135 0.63845
H 2.47107 -0.76392 -1.99231
H 0.72834 -0.95485 -1.98551
H 2.90568 1.12236 -0.35536
H -1.11723 2.02164 -1.35392
H -2.53127 1.11359 -0.81804
H -1.56885 2.01007 0.36880
H -2.45496 -0.46575 1.87615
H -0.92601 -1.07122 2.73051